133
Properties=species:S:1:pos:R:3:lowdin_charge:R:1 method="wB97M-V/def2-TZVPD" smiles="C=CN[C@H](CCCS(=O)(=O)O)COC.COC[C@@H](C)N.COC[C@@H](C)N.COC[C@@H](C)N.COC[C@@H](C)N.COC[C@@H](C)N.COC[C@@H](C)N" lumo_ev=-0.109
C -0.85338 -4.87767 -0.18065 0.00
C 0.25839 -4.13185 -0.08277 -0.22
N 0.39570 -3.08130 0.85163 0.02
C 0.73761 -1.77279 0.30284 -0.31
C 1.59258 -0.95487 1.28400 -0.18
C 0.96697 -0.80493 2.66099 -0.19
C 1.89689 -0.22588 3.74457 -0.21
S 3.27570 0.76060 3.20023 0.58
O 3.88587 1.29423 4.38604 -0.29
O 4.18214 0.02532 2.37858 -0.27
O 2.68441 2.01010 2.40431 -0.14
C -0.51524 -0.97740 -0.06245 -0.19
O -1.23477 -1.60974 -1.09520 -0.17
C -1.41027 -0.82401 -2.24815 -0.10
H -0.81686 -5.83939 -0.66602 0.03
H -1.78867 -4.55470 0.25074 0.05
H 1.10022 -4.36008 -0.71860 0.11
H -0.48175 -3.03853 1.35564 0.11
H 1.31215 -1.86090 -0.61414 0.13
H 2.54197 -1.47010 1.36705 0.11
H 1.76582 0.00822 0.80759 0.10
H 0.70025 -1.80706 2.98624 0.11
H 0.03799 -0.24228 2.61975 0.11
H 1.32537 0.42697 4.39833 0.11
H 2.33865 -0.98109 4.38111 0.11
H 1.71961 1.99507 2.40930 0.09
H -0.26457 0.04919 -0.33248 0.13
H -1.12566 -0.90100 0.84040 0.11
H -1.57600 -1.49814 -3.08392 0.09
H -0.53138 -0.22593 -2.48385 0.09
H -2.29443 -0.19056 -2.17012 0.08
C 6.86282 -1.01445 -1.46450 -0.07
C 6.18534 -2.35356 -1.19077 -0.43
C 4.80779 -2.49800 -1.85442 -0.20
O 3.76533 -1.79205 -1.21121 -0.20
C 3.66962 -0.41792 -1.52924 -0.10
N 6.13626 -2.56716 0.25858 0.05
H 6.43873 -0.21210 -0.86141 0.07
H 7.92191 -1.07438 -1.21668 0.08
H 6.77913 -0.73574 -2.51742 0.08
H 6.81932 -3.13482 -1.62082 0.13
H 4.51676 -3.55057 -1.80387 0.12
H 4.85049 -2.22855 -2.91839 0.12
H 3.93556 -0.21155 -2.56995 0.09
H 4.29233 0.18255 -0.86208 0.08
H 2.63224 -0.11769 -1.37232 0.07
H 5.78814 -3.50269 0.44881 0.07
H 5.42616 -1.95063 0.64776 0.06
C 4.71152 6.52081 5.87925 -0.07
C 4.66645 5.08099 5.37519 -0.43
C 5.51946 4.83236 4.12321 -0.20
O 4.95862 5.32114 2.91787 -0.19
C 5.16467 6.69856 2.67097 -0.10
N 3.27058 4.68745 5.17126 0.05
H 4.09926 7.18653 5.27114 0.06
H 4.32625 6.57317 6.89748 0.07
H 5.73334 6.90594 5.88658 0.08
H 5.07686 4.44664 6.16569 0.14
H 5.60747 3.75221 3.98633 0.12
H 6.53703 5.22493 4.25375 0.12
H 6.13688 7.03766 3.03925 0.09
H 4.36682 7.29774 3.11802 0.07
H 5.12898 6.85317 1.59205 0.08
H 3.25057 3.69816 4.93863 0.04
H 2.94808 5.14833 4.32455 0.07
C -4.25510 -10.49488 0.08839 -0.07
C -2.79504 -10.06028 0.17119 -0.43
C -2.59469 -8.53833 0.11834 -0.22
O -2.73420 -7.97130 -1.17039 -0.20
C -4.06842 -7.72047 -1.57173 -0.10
N -2.03465 -10.75569 -0.87110 0.04
H -4.64328 -10.43278 -0.92756 0.06
H -4.35466 -11.53251 0.40558 0.08
H -4.88738 -9.88353 0.73554 0.08
H -2.41188 -10.39286 1.14044 0.13
H -1.56642 -8.32259 0.42082 0.12
H -3.24937 -8.02521 0.83539 0.12
H -4.69392 -7.41970 -0.72662 0.09
H -4.50780 -8.59121 -2.06387 0.08
H -4.04484 -6.90573 -2.29550 0.08
H -1.04524 -10.55839 -0.75153 0.07
H -2.26811 -10.32522 -1.76169 0.07
C -6.36687 1.37001 1.08545 -0.07
C -5.56695 0.19890 0.52360 -0.43
C -4.26418 -0.09026 1.27879 -0.20
O -3.20478 0.80830 1.00679 -0.21
C -3.23120 2.02009 1.73775 -0.10
N -5.32823 0.42152 -0.90515 0.05
H -5.93685 2.33132 0.80476 0.07
H -7.38403 1.34927 0.69579 0.08
H -6.42382 1.32417 2.17487 0.08
H -6.18785 -0.69647 0.62028 0.14
H -3.90166 -1.06822 0.94934 0.12
H -4.43466 -0.15967 2.36155 0.12
H -3.62969 1.87469 2.74570 0.09
H -3.81180 2.78665 1.21988 0.08
H -2.20413 2.37918 1.81612 0.08
H -4.89054 -0.40959 -1.29586 0.06
H -4.61691 1.14266 -0.99112 0.07
C -7.87012 -2.98116 -5.34882 -0.07
C -8.23417 -2.79374 -3.87930 -0.43
C -7.06580 -2.31346 -3.00743 -0.22
O -6.11305 -3.31077 -2.68455 -0.20
C -5.13883 -3.56607 -3.67906 -0.11
N -8.82751 -4.03677 -3.37675 0.04
H -7.30611 -3.89832 -5.51650 0.06
H -8.77455 -3.04725 -5.95276 0.08
H -7.27887 -2.14158 -5.71996 0.08
H -9.00118 -2.01547 -3.83079 0.14
H -7.47282 -1.98441 -2.04785 0.12
H -6.56814 -1.44287 -3.45406 0.12
H -4.86977 -2.65467 -4.22118 0.09
H -5.47939 -4.32607 -4.38634 0.08
H -4.24965 -3.94879 -3.17740 0.08
H -9.17377 -3.88488 -2.43377 0.07
H -8.07646 -4.71159 -3.26038 0.07
C 3.00334 9.72035 -2.78917 -0.07
C 4.48565 9.69570 -2.42933 -0.43
C 4.79737 8.93904 -1.12987 -0.22
O 4.48085 9.63948 0.05774 -0.19
C 3.12122 9.57426 0.44575 -0.11
N 4.99007 11.07158 -2.40439 0.04
H 2.44779 10.43631 -2.18440 0.06
H 2.87638 10.01497 -3.83043 0.08
H 2.54849 8.73598 -2.66055 0.08
H 5.00618 9.16558 -3.23226 0.13
H 5.87716 8.77385 -1.08749 0.12
H 4.32266 7.94840 -1.12530 0.12
H 2.67223 8.60841 0.19645 0.09
H 2.53878 10.37877 -0.00929 0.07
H 3.07837 9.70710 1.52677 0.09
H 5.99781 11.05663 -2.27656 0.07
H 4.63887 11.51365 -1.55928 0.07